Entry from the OMol25 dataset: an isolated molecule of C10H17N3 at a distorted geometry (wB97M-V/def2-TZVPD).

Results
LUMO: 0.94 eV
SMILES: C/C=N\C=C/N1C=CCC(C)(C)N1
charge: 0
M: 179.267 g mol⁻¹
energy above the lowest of the compared OMol25 structures with the same formula, charge and spin: 2.926 eV
E: -15112.1257 eV
HOMO-LUMO gap: 7.619 eV

CARTESIAN COORDINATES (ANGSTROEM)
C1 -0.2889 2.6954 -1.6399
C2 0.4749 2.4863 -0.4773
C3 1.2020 1.1242 1.3118
C4 1.2879 -0.0363 2.0394
C5 -0.8692 1.6425 -2.4411
C6 -0.8746 0.3557 -1.5996
C7 -0.9627 -0.8872 -2.5125
C8 -2.2115 0.3997 -0.6193
C9 1.7429 -2.9207 3.2053
C10 0.9652 -2.3637 2.0756
N1 0.6387 1.2417 0.0880
N2 0.8441 -1.2460 1.5215
N3 0.3944 0.2037 -0.7930
H1 -0.2947 3.7371 -1.9180
H2 0.7042 3.3680 0.0451
H3 1.5255 2.0345 1.7646
H4 1.6113 0.0404 3.1987
H5 -1.9321 1.9734 -2.5703
H6 -0.2835 1.4210 -3.3012
H7 -1.3485 -1.5773 -1.8995
H8 0.0236 -1.2239 -2.8027
H9 -1.4839 -0.7093 -3.4524
H10 -2.4116 1.4227 -0.3774
H11 -1.8682 -0.1868 0.2620
H12 -3.0857 -0.1481 -0.9722
H13 2.3476 -2.0369 3.4946
H14 1.0987 -3.1764 4.0809
H15 2.3385 -3.7241 2.8172
H16 0.3008 -0.6436 -0.2167
H17 0.4149 -3.2660 1.6882

Forces on atoms 1 to 3 (eV/Å):
3.464 0.850 3.458
-3.051 -0.028 -3.405
-0.476 -2.308 0.989


Entry from the OMol25 dataset: a cluster of 7 separate species, C54H116N6O7 in total at a distorted geometry (wB97M-V/def2-TZVPD).

Results
LUMO: 0.41 eV
SMILES: CC1(C)CCCC(C)(C)N1O.CC1(C)CCCC(C)(C)N1O.CC1(C)CCCC(C)(C)N1O.CC1(C)CCCC(C)(C)N1O.CC1(C)CCCC(C)(C)N1O.CC1(C)CCCC(C)(C)N1O.O
charge: 0
M: 961.557 g mol⁻¹
energy above the lowest of the compared OMol25 structures with the same formula, charge and spin: 5.885 eV
E: -81139.3377 eV
HOMO-LUMO gap: 8.349 eV

CARTESIAN COORDINATES (ANGSTROEM)
O1 10.3077 7.6528 -0.9488
H1 10.1925 8.0527 -1.8108
H2 11.0897 8.0736 -0.5916
C1 11.5947 -5.0485 -3.8018
C2 10.5011 -4.8667 -2.7879
C3 11.0768 -5.2973 -1.4161
C4 10.2938 -4.9074 -0.1815
C5 10.2482 -3.3952 -0.1607
C6 9.7214 -2.7219 -1.4408
N1 10.2759 -3.3948 -2.6685
O2 9.8328 -2.7861 -3.7927
C7 8.1678 -2.7952 -1.3668
C8 10.2759 -1.3059 -1.4332
C9 9.2902 -5.7062 -3.1768
H3 11.6987 -6.1235 -3.9487
H4 12.5672 -4.7035 -3.4506
H5 11.3804 -4.8053 -4.8425
H6 11.1507 -6.3691 -1.2321
H7 12.1168 -5.0297 -1.2293
H8 10.7107 -5.4061 0.6935
H9 9.2696 -5.2762 -0.1250
H10 11.1083 -2.9093 0.3001
H11 9.5981 -3.1782 0.6869
H12 7.7440 -2.1206 -2.1106
H13 7.8811 -3.8430 -1.4569
H14 7.7772 -2.5162 -0.3882
H15 9.7055 -0.6452 -2.0861
H16 10.3350 -0.7672 -0.4875
H17 11.3083 -1.2769 -1.7817
H18 8.4522 -5.3148 -3.7535
H19 8.7624 -5.8593 -2.2354
H20 9.5118 -6.6677 -3.6398
H21 10.5842 -2.4113 -4.2581
C10 -8.8398 -3.7399 -1.9789
C11 -9.0005 -3.0679 -0.5815
C12 -8.6926 -4.2220 0.4325
C13 -8.4308 -3.6749 1.8411
C14 -7.3651 -2.6153 1.8386
C15 -7.5336 -1.4781 0.8344
N2 -7.9286 -1.9284 -0.4511
O3 -8.1558 -0.8596 -1.3365
C16 -8.5505 -0.3753 1.4032
C17 -6.1056 -0.9040 0.6519
C18 -10.4610 -2.6688 -0.3505
H22 -7.8309 -3.5483 -2.3444
H23 -9.3427 -3.0557 -2.6623
H24 -9.1150 -4.7939 -2.0172
H25 -9.5034 -4.9461 0.5125
H26 -7.8029 -4.7444 0.0811
H27 -8.2094 -4.5165 2.4975
H28 -9.3570 -3.1870 2.1446
H29 -6.4144 -3.1444 1.9032
H30 -7.2153 -2.1302 2.8032
H31 -8.4006 -0.3812 2.4828
H32 -8.5473 0.6363 0.9975
H33 -9.5733 -0.7460 1.3358
H34 -5.4475 -1.6824 0.2660
H35 -6.0374 -0.0848 -0.0639
H36 -5.6844 -0.4760 1.5616
H37 -10.8526 -2.6334 0.6661
H38 -11.1835 -3.2640 -0.9090
H39 -10.7698 -1.6393 -0.5321
H40 -8.8742 -0.3798 -0.9178
C19 -0.0039 -0.8990 -7.9277
C20 -0.4512 -0.8577 -6.3665
C21 -2.0900 -0.8200 -6.3439
C22 -2.7196 -1.1971 -4.9780
C23 -2.1456 -2.5162 -4.4682
C24 -0.5329 -2.5004 -4.3152
N3 0.1199 -1.9893 -5.5992
O4 1.5859 -1.9163 -5.4789
C25 -0.2789 -1.6619 -3.1551
C26 0.0189 -3.9309 -4.0391
C27 -0.0300 0.5493 -5.7136
H41 -0.5864 -0.1508 -8.4653
H42 -0.0948 -1.8948 -8.3615
H43 1.0614 -0.6693 -7.9497
H44 -2.3990 0.1377 -6.7626
H45 -2.3737 -1.6593 -6.9788
H46 -3.7741 -1.3707 -5.1924
H47 -2.6747 -0.3151 -4.3390
H48 -2.4065 -3.1087 -5.3451
H49 -2.5426 -2.7282 -3.4754
H50 0.7957 -1.6174 -2.9784
H51 -0.5976 -0.6203 -3.1956
H52 -0.5805 -2.2764 -2.3068
H53 -0.6875 -4.5142 -3.4485
H54 -0.1419 -4.5191 -4.9426
H55 1.0172 -3.9935 -3.6062
H56 -0.2859 0.6020 -4.6554
H57 -0.5943 1.3360 -6.2144
H58 1.0523 0.5344 -5.8414
H59 1.8517 -2.5018 -6.1917
C28 5.0428 2.7539 3.0318
C29 4.4007 4.1390 3.5168
C30 4.2303 5.2276 2.3846
C31 3.2799 4.8120 1.3033
C32 1.8468 4.7310 2.0152
C33 1.8941 3.6608 3.2136
N4 3.0484 3.8749 4.0993
O5 3.0889 3.0335 5.1756
C34 0.7352 3.9343 4.1996
C35 1.8046 2.2165 2.5733
C36 5.3480 4.8045 4.5630
H60 4.3812 2.3293 2.2767
H61 5.1818 2.0168 3.8227
H62 5.9857 2.8842 2.5008
H63 4.0789 6.1722 2.9070
H64 5.2079 5.2536 1.9032
H65 3.5248 3.8441 0.8659
H66 3.2851 5.6701 0.6313
H67 0.9823 4.5023 1.3919
H68 1.6601 5.7149 2.4454
H69 0.6430 3.2736 5.0616
H70 0.8950 4.9291 4.6156
H71 -0.2198 3.8736 3.6778
H72 2.0091 2.2395 1.5029
H73 2.2866 1.3456 3.0174
H74 0.7878 1.8283 2.5138
H75 5.6105 4.1733 5.4120
H76 4.9110 5.7037 4.9973
H77 6.2247 5.1119 3.9931
H78 3.0358 3.7378 5.8257
C37 -4.7851 7.4831 -2.3415
C38 -6.0515 7.8122 -3.2224
C39 -6.1889 6.6787 -4.2794
C40 -7.5323 6.7527 -4.9506
C41 -8.6740 6.5332 -3.9092
C42 -8.6262 7.6272 -2.8402
N5 -7.2441 7.7022 -2.2050
O6 -7.2259 8.7524 -1.2409
C43 -9.1283 8.9951 -3.4244
C44 -9.5416 7.1979 -1.7025
C45 -5.7490 9.2888 -3.8600
H79 -3.9417 7.3823 -3.0245
H80 -4.9240 6.5503 -1.7948
H81 -4.3920 8.2389 -1.6615
H82 -5.3913 6.5734 -5.0149
H83 -6.1368 5.7919 -3.6478
H84 -7.5313 6.0578 -5.7904
H85 -7.6361 7.6403 -5.5748
H86 -8.6201 5.5103 -3.5364
H87 -9.6507 6.6205 -4.3852
H88 -8.5157 9.2990 -4.2732
H89 -10.1234 8.8967 -3.8580
H90 -8.9808 9.8547 -2.7706
H91 -9.5558 8.0228 -0.9902
H92 -10.5494 6.9391 -2.0270
H93 -9.2289 6.3238 -1.1312
H94 -6.2097 9.5671 -4.8079
H95 -4.7243 9.2660 -4.2308
H96 -5.7988 10.0727 -3.1043
H97 -6.5828 8.4621 -0.5899
C46 0.9930 -4.3544 4.4669
C47 1.3198 -4.7584 5.9330
C48 2.1639 -5.9777 5.7605
C49 2.8349 -6.4653 6.9979
C50 3.6116 -5.3015 7.6846
C51 2.7999 -4.0270 7.9859
N6 2.0280 -3.7212 6.7194
O7 1.1851 -2.6033 7.0097
C52 1.8708 -4.3239 9.2417
C53 3.7651 -2.8882 8.2580
C54 -0.0565 -5.1705 6.6362
H98 1.7238 -3.7549 3.9242
H99 0.1921 -3.6197 4.3840
H100 0.7631 -5.2136 3.8368
H101 1.5287 -6.8286 5.5143
H102 2.9496 -5.7870 5.0295
H103 3.4584 -7.2817 6.6332
H104 2.2669 -7.0181 7.7462
H105 4.5496 -5.0836 7.1739
H106 3.9991 -5.6986 8.6228
H107 1.5878 -5.3725 9.3335
H108 2.2340 -4.1224 10.2495
H109 0.8883 -3.8592 9.1595
H110 4.3347 -3.0032 9.1802
H111 4.4504 -2.7500 7.4217
H112 3.2096 -1.9512 8.2972
H113 0.2044 -5.7692 7.5090
H114 -0.6801 -5.7847 5.9866
H115 -0.6765 -4.3022 6.8593
H116 1.7338 -1.9042 6.6467

Forces on atoms 1 to 3 (eV/Å):
-0.128 -0.154 0.099
-0.069 0.073 -0.230
0.196 0.080 0.132


> Number 1 is which compound?

C10H17N3